[1]
C23H27BrN3O8Re as an isolated structure in a non-equilibrium geometry, computed with the ωB97M-V functional and the def2-TZVPD basis.

The geometry in ORCA input format:
```
! RIJCOSX wB97M-V def2-TZVPD def2/J DEFGRID3
* xyz 1 2
Re 0.14804 0.49978 0.18777
O -2.47156 -2.76919 0.48013
C -1.88055 -1.83467 0.00700
O -1.02133 -1.08765 0.67969
C -2.10424 -1.38033 -1.41231
C -2.46284 0.11025 -1.46039
C -3.16803 0.41626 -2.77352
C -1.99995 0.25488 -3.79085
C -0.80920 -0.01149 -2.87436
O -1.15881 0.74756 -1.64320
C -0.84257 -1.46616 -2.35424
C 0.46416 -1.73929 -1.62848
O 1.01400 -2.78921 -1.50629
O 0.92766 -0.55549 -1.19596
H -2.90333 -2.00347 -1.80523
H -2.94099 0.50316 -0.56676
H -3.99404 -0.26611 -2.95817
H -3.55140 1.43479 -2.76846
H -2.15565 -0.57391 -4.47755
H -1.84046 1.16387 -4.36615
H 0.15268 0.31161 -3.25365
H -0.96575 -2.23988 -3.10773
O 4.43941 -3.60351 2.62427
C 3.47588 -2.75147 2.26322
C 2.15328 -3.12640 2.05874
C 1.24460 -2.17001 1.67959
N 1.58023 -0.88305 1.48076
C 2.86276 -0.54072 1.67540
Br 3.35947 1.25392 1.36679
C 3.83515 -1.41804 2.08394
H 4.11425 -4.51120 2.65819
H 1.83437 -4.15290 2.18076
H 0.20608 -2.41682 1.52394
H 4.85581 -1.10453 2.24150
C 0.53288 1.95427 3.89037
C -0.67034 1.52493 3.06473
C -1.77611 2.56495 3.16541
C -1.17393 0.16571 3.51822
O -0.24514 1.49427 1.67321
H 0.22613 2.11164 4.92394
H 0.95200 2.88161 3.49691
H 1.30716 1.18591 3.86568
H -2.08619 2.66378 4.20436
H -2.63901 2.26391 2.56872
H -1.41976 3.53467 2.81294
H -1.56022 0.24774 4.53413
H -0.36712 -0.56762 3.50504
H -1.97014 -0.19589 2.86888
N 2.61742 5.95660 -3.79203
C 1.40187 5.65887 -3.27895
O 0.37631 6.23477 -3.56452
C 1.35219 4.49770 -2.31411
C 2.07680 3.32603 -2.48664
C 1.83118 2.25290 -1.65666
N 0.91558 2.29778 -0.67383
C 0.26280 3.45425 -0.46567
C 0.45062 4.56202 -1.26324
H 2.68995 6.72859 -4.43420
H 3.46259 5.52001 -3.47229
H 2.80499 3.22267 -3.28036
H 2.36456 1.31928 -1.77091
H -0.43219 3.46907 0.36212
H -0.11615 5.46566 -1.08787
*
```

Gap between HOMO and LUMO (spin up / spin down) in eV: 7.45 / 7.55
HOMO (spin up / spin down) in eV: -11.3 / -11.2
⟨S²⟩: 0.7777
ΔE to the lowest compared entry with this formula, charge and spin in kJ/mol: 100.5

Atom charges from the Mulliken analysis, given in e for atoms 1 to 8: number 1, Re, carries 2.3437; number 2, O, carries -0.6639; number 3, C, carries -0.0248; number 4, O, carries -0.6443; number 5, C, carries 0.1301; number 6, C, carries -0.3221; number 7, C, carries -1.0310; number 8, C, carries -1.0193

[2]
One molecule with the formula C6H16N2O2S2 in a non-equilibrium geometry, computed with the ωB97M-V functional and the def2-TZVPD basis.

The geometry in ORCA input format:
```
! RIJCOSX wB97M-V def2-TZVPD def2/J DEFGRID3
* xyz 0 1
C -1.77307 -2.43852 -2.91455
C -2.78786 -1.44154 -0.85651
C -2.10338 -0.10083 -0.81640
C 0.86315 1.34894 0.90611
C 2.30060 0.47926 1.41876
C 3.56756 2.62014 1.81615
H -1.78555 -3.62765 -2.65171
H -1.98000 -2.35116 -4.07291
H -0.60700 -1.96167 -2.68029
H -3.56799 -2.35928 -2.54186
H -3.75819 -0.81511 -0.58313
H -2.53978 -2.33977 -0.32133
H -2.63662 0.62106 -1.52423
H -1.19831 -0.25379 -1.39804
H 0.43860 1.51338 -0.10430
H 0.97314 2.39807 1.53547
H 2.34026 -0.61190 0.97376
H 2.00201 0.23496 2.47893
H 3.98035 0.85209 0.28489
H 3.56958 2.48343 2.90222
H 4.36067 3.06282 1.40719
H 2.87974 3.32050 1.33290
N -2.90028 -1.77375 -2.24515
N 3.57907 1.19693 1.34154
O -0.07015 -1.01639 0.88274
O -0.50880 -0.00282 3.04733
S -2.17999 0.79262 0.81394
S -0.45776 0.16997 1.56847
*
```

Gap between HOMO and LUMO in eV: 9.46
HOMO in eV: -8.9
ΔE to the lowest compared entry with this formula, charge and spin in kJ/mol: 522.1

Atom charges from the Mulliken analysis, given in e for atoms 1 to 8: number 1, C, carries -0.7439; number 2, C, carries -0.2510; number 3, C, carries -0.8734; number 4, C, carries -0.5422; number 5, C, carries -0.8301; number 6, C, carries -0.8752; number 7, H, carries 0.2660; number 8, H, carries 0.2635

[3]
A 7-piece molecular cluster, C10H34N11O7 overall in a non-equilibrium geometry, computed with the ωB97M-V functional and the def2-TZVPD basis.

The geometry in ORCA input format:
```
! RIJCOSX wB97M-V def2-TZVPD def2/J DEFGRID3
* xyz -1 1
C 0.02811 1.14931 -0.56541
O -0.75023 1.11780 -1.67924
H 0.07244 2.12190 -0.03502
H -0.28586 0.41684 0.21624
H 1.10553 0.91910 -0.66817
C -4.26385 -0.27289 -1.68804
O -4.12059 0.31819 -2.74660
N -5.50165 -0.54000 -1.16168
N -3.26759 -0.47231 -0.77062
H -5.51649 -1.12615 -0.34719
H -6.32852 -0.40379 -1.71159
H -3.49890 -1.17330 -0.09176
H -2.36223 -0.01415 -0.85841
C 4.47560 1.18613 -1.16470
O 4.54780 1.62960 -0.01995
N 5.49168 1.52066 -2.02917
N 3.49284 0.44569 -1.68253
H 5.53877 1.03561 -2.90806
H 6.22969 2.09293 -1.67033
H 3.36465 0.22416 -2.65237
H 2.66317 0.36256 -1.11040
C -1.28999 -3.81081 -0.17825
O -2.46025 -3.45171 -0.19817
N -0.24709 -2.91969 -0.01469
N -0.83712 -5.07761 -0.26415
H -0.55661 -2.04621 0.38382
H 0.67219 -3.30435 0.03448
H -1.53882 -5.78542 -0.40525
H 0.14399 -5.25552 -0.29973
C -0.54681 5.50489 -1.14133
O -1.23232 4.87936 -1.91828
N -0.22020 5.09986 0.12371
N -0.03931 6.75620 -1.40538
H 0.46125 5.60653 0.66256
H -0.20736 4.13121 0.40716
H -0.50387 7.20684 -2.17442
H 0.86125 7.03735 -1.07112
C -1.26565 -0.92794 -4.72072
O -1.21507 0.28486 -4.92366
N -1.38179 -1.84837 -5.70887
N -1.00331 -1.40502 -3.48341
H -1.39701 -2.80972 -5.42435
H -1.49451 -1.52466 -6.64958
H -0.83320 -2.38481 -3.35333
H -0.79484 -0.67281 -2.79881
C 2.52053 -0.64792 2.61065
C 1.12132 -0.48284 3.18457
C 1.07178 -0.97987 4.63939
O -0.28944 -1.19647 4.96109
C -0.50174 -1.97306 6.15012
N 0.78787 0.91947 3.04476
H 3.32247 -0.12081 3.13057
H 2.60485 -0.18205 1.62469
H 2.77530 -1.69860 2.44138
H 0.43486 -1.14549 2.64558
H 1.42412 -0.18260 5.30691
H 1.66390 -1.87879 4.83651
H 0.31419 -1.80324 6.86152
H -0.45967 -3.00088 5.79115
H -1.36879 -1.66413 6.72916
H 0.12061 1.24550 3.73689
H 0.26991 0.97142 2.17182
*
```

Gap between HOMO and LUMO in eV: 5.68
HOMO in eV: -3.3
ΔE to the lowest compared entry with this formula, charge and spin in kJ/mol: 0.0

Atom charges from the Mulliken analysis, given in e for atoms 1 to 8: number 1, C, carries 1.4439; number 2, O, carries -0.7903; number 3, H, carries -0.5709; number 4, H, carries -0.5005; number 5, H, carries -0.2491; number 6, C, carries 0.5212; number 7, O, carries -0.6107; number 8, N, carries -0.4237

[4]
H17O9 as an isolated structure in a non-equilibrium geometry, computed with the ωB97M-V functional and the def2-TZVPD basis.

The geometry in ORCA input format:
```
! RIJCOSX wB97M-V def2-TZVPD def2/J DEFGRID3
* xyz 0 2
O 1.46098 -1.21344 1.63084
H -2.68404 -0.93937 1.62381
H -2.01400 1.65346 1.72701
O 3.19424 -1.13245 -1.12294
H 3.26148 -0.31252 -0.61496
O 0.95205 2.54967 0.57007
H 0.48683 3.36894 0.47107
H 0.15579 1.97157 0.91872
O 0.99800 0.18591 -0.94305
H -1.56550 -2.14300 1.76713
H 0.55908 -0.38684 -0.27232
O -1.10348 1.37338 1.61188
H 0.65307 -0.80527 1.95739
H 0.95865 1.12758 -0.86413
O -1.54076 -3.08543 2.07472
H -1.96209 0.56413 -0.54071
H -0.62874 -3.33813 2.28472
O -1.94954 -0.78261 1.03043
H -1.25368 0.22455 1.19248
H 2.48437 -1.53862 -0.59939
O 0.03667 0.94562 -3.71267
H 0.48112 0.30366 -3.11408
H -0.56987 1.35991 -3.13494
O -1.87154 0.85435 -1.51228
H -1.55400 1.74086 -1.66662
H 2.08912 -0.89927 2.28470
*
```

Gap between HOMO and LUMO (spin up / spin down) in eV: 9.35 / 4.12
HOMO (spin up / spin down) in eV: -10.1 / -10.1
⟨S²⟩: 0.7622
ΔE to the lowest compared entry with this formula, charge and spin in kJ/mol: 155.0

Atom charges from the Mulliken analysis, given in e for atoms 1 to 8: number 1, O, carries -0.5603; number 2, H, carries 0.3212; number 3, H, carries 0.3367; number 4, O, carries -0.6169; number 5, H, carries 0.3045; number 6, O, carries -0.6701; number 7, H, carries 0.2978; number 8, H, carries 0.4316